<A>
Density functional theory data (the ωB97M-V functional and the def2-TZVPD basis) for a gas-phase ion, C5H12NO2 (charge -1).

Structure (ORCA input):
```
! RIJCOSX wB97M-V def2-TZVPD def2/J DEFGRID3
* xyz -1 1
C 1.307 1.576 0.245
C 0.430 0.314 0.071
C -0.665 0.273 1.145
C -1.569 -0.943 0.965
O -2.278 -1.306 2.181
N -0.050 0.173 -1.279
C 0.794 -0.697 -2.214
O 1.665 -0.007 -2.946
H 0.644 2.458 0.261
H 1.901 1.610 1.172
H 2.020 1.655 -0.570
H 1.093 -0.549 0.245
H -0.194 0.288 2.133
H -1.256 1.181 1.057
H -2.350 -0.706 0.282
H -0.965 -1.784 0.622
H -1.764 -1.943 2.705
H -0.069 1.071 -1.744
H 1.269 -1.419 -1.507
H 0.036 -1.246 -2.827
*
```

Molar mass ... 118.16 g mol⁻¹
SMILES string ... C[C@@H](CCO)NC[O-]
Lowest unoccupied orbital energy ... 3.308 eV

---

<B>
Density functional theory data (the ωB97M-V functional and the def2-TZVPD basis) for a molecular structure, C5H12NO2.

Structure (ORCA input):
```
! RIJCOSX wB97M-V def2-TZVPD def2/J DEFGRID3
* xyz -1 1
C 1.932 1.489 -1.190
N 2.154 1.623 0.281
C 0.935 1.503 1.026
O 0.400 0.239 1.131
H 1.559 0.483 -1.495
H 2.919 1.633 -1.663
H 1.223 2.254 -1.530
H 2.959 1.093 0.660
H 0.169 2.149 0.498
H 1.208 1.871 2.033
C -2.299 -0.664 0.124
O -1.484 0.438 -0.206
C -1.802 -1.998 -0.420
C -0.786 -2.661 0.124
H -3.317 -0.501 -0.229
H -2.366 -0.817 1.223
H -0.449 0.115 0.306
H -2.323 -2.436 -1.272
H -0.512 -3.632 -0.250
H -0.121 -2.182 0.846
*
```

Molar mass ... 118.16 g mol⁻¹
Lowest unoccupied orbital energy ... 4.218 eV

---

<C>
Density functional theory data (the ωB97M-V functional and the def2-TZVPD basis) for 2 unconnected molecules or ions with the total composition C5H12NO2.

Structure (ORCA input):
```
! RIJCOSX wB97M-V def2-TZVPD def2/J DEFGRID3
* xyz -1 1
C 1.913 1.091 -0.846
N 0.880 1.949 -0.302
C -0.032 1.086 0.393
C -0.800 0.017 -0.477
C -2.113 -0.536 0.051
O -2.861 -1.205 -0.898
C 0.609 0.271 1.571
O 1.794 -2.008 0.301
H 2.753 1.718 -1.180
H 2.333 0.380 -0.063
H 1.600 0.430 -1.683
H 2.319 -2.692 -0.046
H -0.796 1.723 0.851
H -0.983 0.445 -1.450
H -0.068 -0.851 -0.649
H -1.887 -1.190 0.928
H -2.687 0.329 0.500
H -0.148 -0.165 2.312
H 1.154 -0.574 1.101
H 1.323 0.938 2.115
*
```

Molar mass ... 118.16 g mol⁻¹
Lowest unoccupied orbital energy ... 0.139 eV

---

<D>
Density functional theory data (the ωB97M-V functional and the def2-TZVPD basis) for 3 unconnected molecules or ions with the total composition C5H12NO2.

Structure (ORCA input):
```
! RIJCOSX wB97M-V def2-TZVPD def2/J DEFGRID3
* xyz -1 1
C -0.211 -0.551 1.782
C -1.621 0.078 1.033
C -1.050 -1.312 0.882
C 2.477 -0.431 0.337
O 4.705 0.679 -0.808
N -1.336 1.029 0.016
C -2.177 0.771 -1.262
O -2.256 -0.478 -1.574
H -0.388 -0.162 2.780
H 5.481 1.181 -1.096
H 2.865 -1.262 -0.237
H -2.515 0.172 1.631
H -1.654 -2.218 1.078
H 1.438 -0.467 0.691
H 2.707 0.571 -0.019
H 3.013 -0.517 1.300
H -0.404 -1.348 -0.003
H -0.371 0.844 -0.259
H -3.197 1.316 -1.070
H -1.707 1.490 -1.968
*
```

Molar mass ... 118.16 g mol⁻¹
Lowest unoccupied orbital energy ... -0.387 eV

---

Of them, <A> has the highest stability.

---

<A>
Density functional theory data (the ωB97M-V functional and the def2-TZVPD basis) for a gas-phase ion, C5H12NO2 (charge -1).

Structure (ORCA input):
```
! RIJCOSX wB97M-V def2-TZVPD def2/J DEFGRID3
* xyz -1 1
C -1.090 1.039 0.484
C -0.059 0.171 -0.227
C 1.346 0.345 0.289
C 1.983 1.741 -0.089
O 2.932 1.648 -1.064
N -0.411 -1.344 -0.053
C -1.560 -1.761 0.613
O -2.717 -1.934 -0.292
H -0.850 2.062 0.191
H -2.092 0.780 0.166
H -0.985 0.977 1.566
H -0.149 0.304 -1.307
H 1.338 0.362 1.384
H 2.022 -0.417 -0.093
H 2.456 2.081 0.876
H 1.251 2.540 -0.306
H 0.462 -1.834 -0.053
H -2.019 -1.163 1.407
H -1.482 -2.777 1.021
H -2.783 -1.195 -0.882
*
```

Molar mass ... 118.16 g mol⁻¹
SMILES string ... C[C@@H](CC[O-])NCO
Lowest unoccupied orbital energy ... 3.556 eV

---

<B>
Density functional theory data (the ωB97M-V functional and the def2-TZVPD basis) for a gas-phase ion, C5H12NO2 (charge -1).

Structure (ORCA input):
```
! RIJCOSX wB97M-V def2-TZVPD def2/J DEFGRID3
* xyz -1 1
C 2.481 1.122 -0.056
N 1.199 1.665 0.315
C 0.126 0.641 0.341
C 0.504 -0.626 1.128
O -0.632 -1.375 1.463
C -0.429 0.429 -1.071
C -1.759 -0.284 -1.252
O -1.748 -1.601 -0.869
H 3.003 0.638 0.759
H 2.333 0.357 -0.792
H 3.115 1.876 -0.555
H 1.227 1.930 1.204
H -0.677 1.062 0.912
H 1.267 -1.129 0.515
H 0.920 -0.342 2.107
H -1.234 -1.658 0.490
H -0.466 1.418 -1.470
H 0.289 -0.018 -1.729
H -2.516 0.277 -0.685
H -2.029 -0.179 -2.317
*
```

Molar mass ... 118.16 g mol⁻¹
SMILES string ... CN[C@H](CO)CC[O-]
Lowest unoccupied orbital energy ... 3.825 eV

---

<C>
Density functional theory data (the ωB97M-V functional and the def2-TZVPD basis) for 2 unconnected molecules or ions with the total composition C5H12NO2.

Structure (ORCA input):
```
! RIJCOSX wB97M-V def2-TZVPD def2/J DEFGRID3
* xyz -1 1
C -1.431 -1.727 -0.564
N -0.891 -1.033 -1.745
C -1.440 0.285 -1.908
O -1.303 1.139 -0.798
H -0.947 -1.421 0.365
H -1.318 -2.804 -0.689
H -2.493 -1.477 -0.458
H 0.102 -0.896 -1.597
H -2.509 0.197 -2.098
H -0.972 0.745 -2.784
C 2.079 -0.603 1.434
C 1.519 0.489 0.844
O 1.279 0.644 -0.409
C 1.045 1.620 1.751
H 2.318 -0.574 2.488
H 2.529 -1.404 0.871
H -0.340 1.109 -0.576
H 1.580 1.613 2.702
H 1.223 2.575 1.254
H -0.030 1.521 1.915
*
```

Molar mass ... 118.16 g mol⁻¹
Lowest unoccupied orbital energy ... 4.107 eV

---

Of them, <C> has the highest stability.